Record 1
{
  "formula": "C29H9Cl40F14N3O4S",
  "method": "ωB97M-V with the def2-TZVPD basis set",
  "species": ["O", "C", "N", "C", "N", "C", "C", "C", "C", "S", "O", "O", "C", "F", "F", "C", "F", "F", "F", "C", "C", "C", "C", "F", "F", "C", "F", "F", "C", "F", "F", "C", "F", "F", "F", "C", "N", "C", "C", "C", "O", "H", "H", "H", "H", "H", "H", "H", "H", "H", "C", "Cl", "Cl", "Cl", "Cl", "C", "Cl", "Cl", "Cl", "Cl", "C", "Cl", "Cl", "Cl", "Cl", "C", "Cl", "Cl", "Cl", "Cl", "C", "Cl", "Cl", "Cl", "Cl", "C", "Cl", "Cl", "Cl", "Cl", "C", "Cl", "Cl", "Cl", "Cl", "C", "Cl", "Cl", "Cl", "Cl", "C", "Cl", "Cl", "Cl", "Cl", "C", "Cl", "Cl", "Cl", "Cl"],
  "positions_angstrom": [[-0.713, -2.843, 5.425], [-0.167, -2.977, 4.424], [0.440, -3.032, 3.342], [0.005, -1.979, 2.466], [-0.709, -1.000, 2.984], [-1.036, -0.100, 2.016], [-1.851, 1.032, 2.409], [-2.260, 1.971, 1.495], [-1.866, 1.885, 0.101], [-2.500, 3.176, -0.949], [-1.966, 3.195, -2.293], [-2.205, 4.433, -0.297], [-4.339, 2.929, -1.147], [-4.525, 1.625, -1.445], [-4.701, 3.622, -2.219], [-5.217, 3.273, 0.087], [-4.914, 4.415, 0.670], [-6.484, 3.398, -0.373], [-5.253, 2.291, 0.980], [-1.045, 0.842, -0.306], [-0.560, 0.729, -1.746], [0.510, 1.768, -2.172], [1.985, 1.435, -1.890], [2.220, 0.213, -1.385], [2.635, 1.472, -3.097], [2.660, 2.583, -1.058], [3.996, 2.411, -1.163], [2.374, 3.721, -1.712], [2.235, 2.657, 0.426], [0.944, 3.007, 0.574], [2.424, 1.502, 1.079], [3.039, 3.757, 1.217], [4.317, 3.472, 1.340], [2.516, 3.764, 2.460], [2.827, 4.975, 0.733], [-0.641, -0.166, 0.659], [0.132, -1.193, 0.189], [0.433, -2.100, 1.088], [1.258, -3.294, 0.630], [0.291, -4.386, 0.062], [-0.393, -5.074, 0.767], [-2.155, 1.133, 3.438], [-2.880, 2.802, 1.836], [-0.267, -0.300, -1.991], [-1.440, 0.931, -2.388], [0.246, 2.726, -1.712], [0.407, 1.916, -3.256], [1.811, -3.763, 1.450], [1.904, -2.999, -0.205], [0.182, -4.546, -1.037], [4.032, -5.955, -1.463], [5.091, -5.251, -0.211], [2.349, -5.506, -1.095], [4.481, -5.301, -3.041], [4.184, -7.709, -1.499], [0.529, -8.718, -3.863], [-1.201, -9.067, -3.744], [0.971, -7.486, -2.670], [1.453, -10.194, -3.549], [0.902, -8.123, -5.487], [1.674, 5.961, -4.434], [0.987, 7.400, -5.213], [2.806, 5.179, -5.545], [2.530, 6.427, -2.957], [0.367, 4.838, -4.031], [-3.723, -4.058, 0.250], [-3.505, -4.426, 1.965], [-5.428, -3.707, -0.067], [-2.740, -2.648, -0.173], [-3.209, -5.437, -0.725], [-1.083, -0.356, -5.982], [-0.498, -1.731, -5.031], [-1.697, 0.891, -4.888], [0.246, 0.306, -6.940], [-2.381, -0.890, -7.057], [6.193, -9.069, 2.370], [5.621, -7.657, 1.469], [7.318, -9.991, 1.362], [7.019, -8.539, 3.842], [4.815, -10.092, 2.802], [0.035, 8.654, -0.650], [-1.620, 8.159, -0.273], [0.284, 8.599, -2.398], [0.307, 10.302, -0.062], [1.171, 7.548, 0.140], [0.325, 2.278, 6.001], [-0.763, 1.683, 7.264], [1.908, 1.509, 6.221], [-0.353, 1.871, 4.408], [0.476, 4.036, 6.132], [5.726, 0.649, 5.114], [4.566, 0.198, 6.367], [7.290, -0.100, 5.464], [5.134, 0.070, 3.554], [5.906, 2.407, 5.076], [-10.038, 1.546, 0.547], [-10.885, 2.657, -0.539], [-10.500, -0.119, 0.163], [-8.293, 1.743, 0.343], [-10.481, 1.908, 2.222]],
  "forces_ev_per_a": [[0.069, -0.606, 0.169], [0.403, 0.586, -0.373], [-0.927, 0.558, 0.170], [0.408, -0.803, 0.807], [0.797, -0.700, -2.178], [-1.276, 1.995, 0.123], [-0.197, -0.416, -1.394], [0.305, -0.184, -0.463], [-0.418, -0.989, 1.202], [2.741, 2.552, -0.585], [-0.953, -1.422, 0.143], [-1.205, -0.830, 0.746], [0.344, -0.926, -0.029], [0.020, -0.023, 0.283], [0.012, 0.508, 0.377], [-1.694, 0.329, -0.526], [0.512, -0.012, 0.093], [0.767, 0.307, -0.261], [0.625, -0.040, 0.032], [0.059, -0.004, -0.306], [-0.597, -0.130, -0.350], [-0.612, -0.397, 0.348], [-0.569, 0.906, -0.880], [-0.061, 0.109, 0.409], [0.155, -0.050, 0.205], [0.031, -1.455, -1.090], [0.025, -0.021, 0.698], [-0.203, 0.217, 0.541], [0.818, 1.376, 0.689], [-0.104, -0.130, -0.504], [0.139, -0.283, -0.381], [-1.216, -0.402, 1.170], [0.381, 0.182, -0.447], [0.078, -0.131, 0.003], [0.504, -0.052, -0.523], [-0.034, 0.506, -0.418], [-0.239, -0.316, 1.295], [0.399, -0.016, -0.336], [-0.847, -0.304, -0.631], [-0.569, 0.293, 0.558], [0.172, 0.054, 0.322], [-0.401, -0.360, -0.253], [0.241, -0.183, -0.148], [0.126, 0.362, 0.296], [0.607, -0.104, 0.474], [0.247, -0.252, -0.228], [0.215, -0.071, 0.345], [-0.052, 0.218, -0.202], [-0.026, 0.199, 0.472], [0.204, 0.626, 0.179], [0.158, 0.004, -0.031], [-0.283, 0.094, -0.417], [1.108, -0.193, -0.092], [-0.066, 0.023, 0.107], [0.013, 0.166, -0.016], [-0.094, -0.009, 0.012], [0.080, 0.011, -0.009], [-0.291, -0.422, -0.446], [-0.028, 0.070, -0.005], [-0.010, -0.021, 0.077], [0.031, -0.065, 0.101], [0.116, -0.134, -0.124], [-0.058, 0.026, 0.028], [0.167, -0.166, -0.314], [0.017, 0.135, 0.001], [-0.026, -0.156, 0.040], [-0.002, 0.045, -0.065], [0.089, 0.017, 0.009], [-0.050, 0.082, -0.021], [-0.100, 0.044, -0.015], [0.009, 0.005, -0.046], [-0.014, 0.050, -0.009], [-0.070, 0.026, -0.259], [-0.054, -0.029, 0.071], [0.063, 0.017, 0.066], [-0.034, -0.002, 0.036], [0.234, -0.351, 0.425], [-0.049, 0.041, 0.037], [-0.037, -0.027, -0.070], [0.061, 0.043, -0.022], [-0.069, -0.004, -0.018], [0.091, -0.001, -0.015], [-0.315, 0.279, 0.321], [0.012, -0.063, -0.013], [-0.071, 0.069, -0.007], [0.062, -0.003, 0.106], [-0.049, 0.036, -0.073], [-0.440, 0.330, -0.287], [0.964, 0.508, 1.097], [0.063, -0.126, -0.011], [0.065, 0.014, -0.047], [0.349, -0.197, 0.149], [-0.064, 0.046, -0.005], [-0.006, 0.064, -0.055], [-0.046, -0.109, -0.019], [0.042, -0.122, 0.030], [0.040, -0.046, 0.045], [0.006, 0.073, 0.017], [-0.732, -0.328, 0.163], [0.017, -0.016, -0.072]],
  "lowdin_charge": [0.24, -0.27, 0.19, -0.21, 0.21, -0.21, -0.13, -0.03, -0.21, 0.79, -0.30, -0.27, -0.46, 0.12, 0.16, -0.58, 0.20, 0.05, 0.16, -0.10, -0.14, -0.08, -0.41, 0.13, 0.10, -0.35, 0.16, 0.10, -0.34, 0.17, 0.17, -0.55, 0.20, 0.15, 0.16, -0.17, 0.18, -0.20, -0.11, -0.41, 0.00, 0.04, 0.12, 0.11, 0.05, 0.09, 0.09, 0.11, 0.10, 0.08, -1.96, 0.51, 0.60, 0.56, 0.53, -2.03, 0.52, 0.48, 0.52, 0.53, -2.02, 0.51, 0.54, 0.52, 0.57, -2.03, 0.54, 0.53, 0.58, 0.55, -2.03, 0.52, 0.59, 0.53, 0.53, -2.04, 0.46, 0.52, 0.52, 0.52, -2.03, 0.54, 0.48, 0.52, 0.53, -1.99, 0.53, 0.48, 0.65, 0.54, -2.05, 0.49, 0.53, 0.52, 0.53, -2.04, 0.53, 0.52, 0.60, 0.52],
  "homo_lumo_gap_ev": 8.36,
  "e_lumo_ha": -0.051,
  "max_force_ha_per_bohr": 0.0737
}



Record 2
{
  "formula": "C2Ag3O6",
  "method": "ωB97M-V with the def2-TZVPD basis set",
  "species": ["Ag", "Ag", "Ag", "C", "O", "O", "O", "C", "O", "O", "O"],
  "positions_angstrom": [[-0.353, 0.626, -0.403], [-3.035, -0.076, -0.363], [1.685, 1.312, -1.953], [-0.790, -1.879, -0.917], [-1.317, -1.257, -1.826], [0.297, -2.209, -1.153], [-1.332, -2.314, 0.160], [1.342, 1.399, 1.691], [1.643, 0.693, 0.651], [0.207, 1.096, 2.154], [1.653, 2.609, 1.959]],
  "forces_ev_per_a": [[-0.236, -1.115, 0.516], [0.762, -1.535, -0.461], [0.470, -0.398, 0.427], [-3.088, -3.578, 6.185], [-5.226, 6.477, -4.037], [9.687, -2.316, -1.945], [-2.110, 1.902, 0.461], [-2.049, 2.850, -2.905], [1.824, 0.273, -0.573], [-0.893, -0.293, 2.037], [0.858, -2.266, 0.295]],
  "mulliken_spin": [-0.01, 0.00, -0.01, 0.00, 0.00, 0.00, 0.00, -0.07, 0.08, 0.57, 0.44],
  "homo_lumo_gap_ev": [4.01, 4.02],
  "multiplicity": 2,
  "e_lumo_ha": [-0.125, -0.125],
  "max_force_ha_per_bohr": 0.1974
}



Record 3
{
  "formula": "C2Br2F3I",
  "method": "ωB97M-V with the def2-TZVPD basis set",
  "species": ["C", "C", "F", "F", "F", "Br", "Br", "I"],
  "positions_angstrom": [[1.640, 0.151, 0.023], [-2.010, -0.209, -0.029], [1.447, -0.548, 1.111], [0.864, 1.188, 0.023], [2.875, 0.583, -0.075], [1.281, -0.970, -1.516], [-2.925, -1.712, 0.457], [-3.172, 1.517, 0.005]],
  "forces_ev_per_a": [[-0.147, -0.814, -1.363], [0.558, 0.538, -0.187], [0.219, -0.239, 0.847], [-1.043, 1.122, 0.147], [1.047, 0.040, 0.456], [-0.068, -0.096, -0.116], [-0.465, -0.495, 0.188], [-0.100, -0.056, 0.028]],
  "nbo_charge": [0.93, -0.38, -0.30, -0.30, -0.31, -0.02, 0.16, 0.21],
  "homo_lumo_gap_ev": 7.58,
  "e_lumo_ha": -0.053,
  "max_force_ha_per_bohr": 0.0310
}



Record 4
{
  "formula": "C2Br3N4",
  "method": "ωB97M-V with the def2-TZVPD basis set",
  "species": ["C", "C", "N", "N", "N", "N", "Br", "Br", "Br"],
  "positions_angstrom": [[-0.005, -0.005, 0.129], [2.150, -0.890, 1.146], [-0.150, -0.411, -1.128], [-1.038, 0.464, 0.762], [-1.382, -0.017, -1.391], [-1.927, 0.399, -0.283], [2.026, -0.572, 3.181], [3.836, -0.039, 0.684], [2.127, -2.623, 0.329]],
  "forces_ev_per_a": [[1.871, -1.588, 0.202], [-1.920, 1.758, -0.237], [2.116, 0.498, 0.340], [0.350, -0.569, -0.713], [-0.427, -0.833, 0.754], [-1.327, 1.588, 0.553], [-0.207, -0.910, -1.500], [-0.393, 0.059, -0.216], [-0.064, -0.003, 0.817]],
  "nbo_charge": [0.52, -0.50, -0.44, -0.43, -0.12, -0.15, -0.01, 0.04, 0.10],
  "homo_lumo_gap_ev": [7.39, 7.59],
  "e_lumo_ha": [0.073, 0.078],
  "charge": -1,
  "max_force_ha_per_bohr": 0.0508
}